C19H26N3OSn | the ωB97M-V functional and the def2-TZVPD basis

## Properties
orbital gap (alpha / beta)	5.239 / 5.242	eV
charge	+1
LUMO energy (alpha / beta)	-5.132 / -5.130	eV
energy	-1193.07322	a.u.
maximum force	0.047	hartree/bohr
E_HOMO (alpha / beta)	-10.371 / -10.371	eV

```
50
Properties=species:S:1:pos:R:3:forces:R:3
C -1.5833 2.1118 -2.0297 0.5433 -0.3634 0.4510
C -2.8170 1.8698 -1.2567 -0.4329 -0.2726 0.4665
C -0.8536 3.3890 -1.8704 -0.0701 0.7744 0.4460
C -1.2397 1.1649 -3.1100 0.3890 -0.2215 -0.6298
H -1.0522 4.0473 -2.7473 0.0701 -0.4981 0.1634
H 0.2495 3.2933 -1.7950 -0.6059 -0.3115 -0.3268
H -1.1801 3.9529 -0.9797 -0.0001 -0.3706 -0.4622
H -3.6463 2.4434 -1.7141 0.2943 -0.0151 -0.0585
H -2.7672 2.2049 -0.2082 0.2313 0.1001 -0.4743
H -3.1253 0.8147 -1.2617 0.1359 0.3547 -0.2832
H -2.0293 1.1934 -3.8889 0.0371 0.1227 0.3632
H -1.1965 0.1119 -2.7703 -0.2298 0.5790 0.0203
H -0.2933 1.3968 -3.6179 -0.3285 0.0431 0.3102
C 1.0284 1.3407 2.3900 -0.7926 0.4862 -0.0129
C 0.7117 2.5884 1.7383 -0.9896 -0.1412 0.2338
C -0.6944 2.6055 1.5001 0.5802 -0.0522 0.6302
H 1.4097 3.3997 1.5334 -0.2048 -0.3493 -0.0500
C -1.2556 1.3849 1.9917 0.5194 0.4984 0.5803
C -0.2058 0.6489 2.6140 -0.1418 0.7112 -0.2130
H -0.3313 -0.2115 3.2674 0.1125 -0.0113 -0.5441
H 2.0074 1.0584 2.7689 -0.3345 -0.0325 -0.1709
H -1.2524 3.4452 1.0974 0.1274 -0.2149 -0.0013
H -2.3163 1.1285 1.9837 0.3217 0.0660 0.1626
C 2.3411 -0.8471 -1.1422 0.0159 0.6739 -0.1656
C 2.9461 0.1110 -0.2682 -0.0285 0.3682 -0.8234
C 2.7564 1.4188 -0.8439 -0.1377 -0.6884 -0.7239
H 3.5645 -0.1216 0.5933 -0.3195 0.0710 -0.1366
C 1.9902 1.2516 -2.0389 0.6601 -0.4860 0.2364
C 1.6946 -0.1411 -2.1983 0.8258 0.3460 -0.0622
H 1.1505 -0.5758 -3.0366 0.2688 0.0381 0.2833
H 2.4893 -1.9250 -1.0763 -0.4179 0.3323 0.1485
H 3.1793 2.3560 -0.4832 -0.2295 -0.3474 -0.0049
H 1.7533 2.0382 -2.7487 -0.0245 -0.1398 0.1814
Sn 0.4557 0.6318 0.0279 0.1793 0.2468 0.1958
C 1.7487 -4.1228 2.5337 0.4547 -0.3936 0.4197
N 0.6902 -3.5252 1.7267 0.1354 -0.5895 0.4037
C -0.3617 -4.2478 1.2748 0.4322 0.1598 -0.3385
C -1.3163 -3.6399 0.5204 -0.2422 -0.5001 0.0349
C -1.1796 -2.2612 0.3032 0.7283 0.5320 0.3318
N -0.0964 -1.5846 0.6917 -0.9780 -0.6356 0.0133
C 0.8482 -2.1566 1.4893 1.3462 0.6676 0.6031
O 1.8069 -1.5341 1.9817 -1.7554 -1.3898 -0.9641
N -2.1670 -1.5470 -0.3118 -0.1985 0.3611 -0.0533
H 2.7077 -4.0384 1.9804 -0.5545 0.0087 0.5595
H 1.5221 -5.1892 2.7178 0.0582 0.5938 -0.1481
H 1.8007 -3.5803 3.4996 0.1941 -0.3793 -0.6465
H -0.3668 -5.3217 1.5095 -0.0206 0.6498 -0.0397
H -2.1799 -4.1608 0.1357 0.0430 -0.1446 0.1320
H -3.0108 -2.0434 -0.5622 0.1349 -0.0150 0.1555
H -2.3340 -0.6268 0.0896 0.1982 -0.2218 -0.1927
```
Positions in Å, forces in eV/Å.

Atom charges from the natural (NBO) analysis, given in e for atoms 1 to 8:
1 C 0.540
2 C -0.761
3 C -0.771
4 C -0.764
5 H 0.294
6 H 0.298
7 H 0.254
8 H 0.295

C34H43N6O4SSiTi | the ωB97M-V functional and the def2-TZVPD basis

## Properties
orbital gap	3.774	eV
energy relative to the best compared isomer or geometry (same formula, charge and spin)	2.5550	eV
charge	-1
LUMO energy	0.987	eV
energy	-3488.15333	a.u.
maximum force	0.014	hartree/bohr
E_HOMO	-2.787	eV

```
90
Properties=species:S:1:pos:R:3:forces:R:3
Ti 0.4410 -0.7456 -0.1676 0.1212 -0.2092 0.3232
O 0.7827 -1.2341 -1.8862 0.2104 0.1370 0.2184
C 0.3868 -0.6525 -3.0394 -0.0481 0.0558 -0.1210
C 0.2154 -1.4708 -4.1482 0.3252 0.0647 -0.0010
C -0.1642 -0.9322 -5.3648 -0.0324 -0.0273 -0.1441
C -0.3955 0.4305 -5.4684 0.0430 -0.0334 0.1356
C -0.2942 1.2247 -4.3324 0.1035 -0.0144 -0.1975
C 0.0922 0.7187 -3.1018 -0.6613 -0.0974 0.2125
C 1.2079 1.8224 -1.0515 0.3038 -0.2236 0.0272
N 1.3537 0.9336 0.1669 0.4234 -0.0741 -0.4606
C 2.6403 1.3306 0.7559 -0.0961 0.0777 0.0212
C 2.8481 1.1885 2.2636 0.0432 -0.0415 0.0098
N 2.6768 -0.1941 2.6158 0.0163 0.0315 0.0223
C 3.6293 -0.9930 2.3981 -0.0174 -0.0082 -0.0065
C 3.3730 -2.4375 2.2782 -0.0140 0.0040 -0.0434
C 4.2259 -3.3811 2.8414 -0.0043 -0.0065 0.0242
C 4.0204 -4.7377 2.6624 -0.0185 0.0017 -0.0121
C 2.9564 -5.1491 1.8636 0.0133 0.0199 0.0098
C 2.1212 -4.2292 1.2600 -0.0052 -0.0214 0.0108
C 2.2974 -2.8497 1.4492 0.1553 0.0287 0.0781
O 1.5278 -1.9778 0.8395 -0.3484 0.0036 -0.1963
H 0.4104 -2.5300 -4.0322 -0.0037 -0.0151 -0.0100
H -0.2911 -1.5786 -6.2258 0.0149 0.0033 0.0015
H -0.6841 0.8744 -6.4131 -0.0002 -0.0050 -0.0135
H -0.5088 2.2775 -4.4389 -0.1041 0.0204 0.0937
H 1.1520 2.8514 -0.6614 -0.2493 -0.0363 0.0627
H 2.8010 2.3886 0.5224 0.0177 -0.0122 -0.0181
H 3.4609 0.8066 0.2585 0.0200 -0.0167 0.0102
H 2.1506 1.8087 2.8367 -0.0203 -0.0059 -0.0173
H 3.8668 1.5524 2.4687 -0.0074 -0.0055 0.0218
H 4.6405 -0.6254 2.1644 0.0049 -0.0189 -0.0236
H 5.0651 -3.0326 3.4350 -0.0005 -0.0008 -0.0022
H 4.6823 -5.4617 3.1195 -0.0007 -0.0002 -0.0022
H 2.7829 -6.2061 1.6984 0.0009 0.0008 -0.0015
H 1.3087 -4.5561 0.6291 0.0014 0.0071 0.0040
C 1.2059 4.4687 -3.7428 -0.0258 -0.0326 -0.0588
Si -0.4519 4.3618 -2.8813 0.0807 0.0410 0.1031
C -1.8171 4.7303 -4.1417 -0.0060 0.0280 0.0110
C -0.5159 5.7910 -1.6423 0.0464 0.0185 -0.0172
C -0.9349 2.7832 -1.9745 0.0828 0.1978 0.0946
C -2.1526 2.9237 -1.4075 -0.0189 -0.0869 -0.1241
C -2.8308 1.8746 -0.6964 0.0468 -0.0530 0.0207
C -2.1448 0.7110 -0.5484 -0.1784 -0.0790 -0.1910
N -0.8847 0.5038 -0.9422 -0.0655 0.4093 0.5437
C -0.1393 1.4876 -1.7767 0.0423 -0.0311 -0.2905
S 2.6550 1.7610 -2.1555 -0.1158 -0.0016 0.0638
H 1.0944 4.9778 -4.7052 -0.0129 0.0106 -0.0008
H 1.6644 3.4891 -3.8823 -0.0175 0.0127 -0.0303
H 1.9063 5.0422 -3.1315 0.0118 -0.0363 0.0103
H -1.5191 5.5513 -4.8004 -0.0128 0.0104 0.0179
H -2.7362 5.0260 -3.6295 -0.0181 -0.0105 -0.0201
H -2.0551 3.8640 -4.7616 0.0298 -0.0009 -0.0101
H -0.2009 6.7216 -2.1248 -0.0161 0.0035 0.0079
H 0.1701 5.5928 -0.8148 0.0117 0.0063 -0.0092
H -1.5131 5.9450 -1.2245 -0.0079 -0.0278 0.0015
H -2.6851 3.8658 -1.5283 0.0051 -0.0013 0.0154
H -3.8679 1.9579 -0.4017 -0.0026 -0.0101 -0.0096
H -2.6154 -0.1606 -0.1151 -0.0140 -0.0154 -0.0448
C -1.2327 1.2147 3.9695 0.0189 0.0254 -0.0050
C -0.8300 0.9096 2.5118 -0.0158 -0.0354 -0.0525
N -0.9088 -0.5290 2.2511 -0.0539 0.0049 0.0831
C -2.2951 -0.9820 2.3801 0.0063 0.0681 -0.0186
C -2.8381 -0.6401 3.7884 -0.0309 -0.0072 -0.0208
N -1.7105 -0.0665 4.5917 0.0168 -0.0045 -0.0087
C -0.5875 -1.0622 4.6483 0.0130 -0.0184 -0.0081
C -0.0952 -1.2960 3.2057 0.0029 0.0327 -0.0423
H -2.0510 1.9309 4.0422 0.0013 0.0032 0.0072
H -0.3955 1.5631 4.5744 -0.0012 -0.0098 0.0089
H 0.1811 1.2442 2.3000 -0.0056 0.0056 0.0062
H -1.4889 1.4211 1.8077 0.0038 0.0040 0.0051
H -2.3076 -2.0540 2.2044 -0.0050 -0.0098 0.0103
H -2.9156 -0.4896 1.6401 0.0136 -0.0095 -0.0207
H -3.1985 -1.5177 4.3242 0.0015 0.0047 0.0114
H -3.6254 0.1134 3.7635 0.0064 0.0054 0.0102
H -2.0362 0.1265 5.5337 -0.0031 -0.0037 0.0070
H -0.9891 -1.9616 5.1161 -0.0040 0.0043 0.0035
H 0.1856 -0.6375 5.2895 -0.0096 0.0095 0.0099
H -0.1778 -2.3451 2.9315 -0.0021 -0.0027 0.0049
H 0.9378 -0.9739 3.1045 0.0078 0.0023 0.0045
O -1.0014 -3.7877 1.6588 0.0492 -0.0003 -0.0028
C -1.1992 -3.6053 0.4567 -0.0476 0.0726 0.0775
C -1.3792 -4.7709 -0.5109 0.0067 0.0149 -0.0189
C -1.9736 -4.1095 -1.7385 0.0173 -0.0157 0.0135
C -1.9330 -2.6190 -1.3964 -0.0247 -0.0017 -0.0536
O -2.4379 -1.7804 -2.1048 0.0372 0.0030 0.0345
N -1.3170 -2.4000 -0.1629 -0.0090 -0.0713 -0.1599
H -1.9857 -5.5530 -0.0561 -0.0194 0.0196 0.0067
H -0.3880 -5.1886 -0.7005 -0.0064 -0.0315 0.0147
H -3.0082 -4.3921 -1.9335 0.0030 -0.0079 -0.0056
H -1.4085 -4.2657 -2.6571 0.0015 0.0147 -0.0014
```
Positions in Å, forces in eV/Å.

Atom charges from the Löwdin analysis, given in e for atoms 1 to 8:
1 Ti 1.144
2 O -0.171
3 C -0.317
4 C -0.025
5 C -0.107
6 C -0.096
7 C -0.038
8 C -0.135

C5H4N2 | the ωB97M-V functional and the def2-TZVPD basis

## Properties
orbital gap	9.159	eV
energy relative to the best compared isomer or geometry (same formula, charge and spin)	4.6037	eV
LUMO energy	-0.256	eV
energy	-302.25912	a.u.
maximum force	0.033	hartree/bohr
E_HOMO	-9.415	eV

```
11
Properties=species:S:1:pos:R:3:forces:R:3
C 3.0055 0.6134 0.0618 -0.8568 -0.2299 0.0321
C 1.7685 0.2447 0.0779 0.3829 0.1314 -0.1158
C 0.3522 0.1250 0.3392 -0.4026 -0.1313 -0.0717
C -0.3249 -1.0025 -0.0791 -0.2257 -0.0283 0.2754
C -1.6519 -0.5817 -0.2117 -0.2877 -0.0229 0.1874
N -1.7981 0.6935 0.1329 -0.0209 -0.1431 -0.0044
N -0.5667 1.1042 0.4632 0.0638 0.1299 0.0270
H 1.7389 -0.3824 -0.8433 1.6628 0.1211 -0.2235
H 0.1341 -1.9728 -0.2256 -0.2256 0.1975 -0.2073
H -2.4926 -1.1522 -0.5779 -0.0482 0.1094 0.1970
H -0.4110 2.0648 0.7276 -0.0419 -0.1337 -0.0963
```
Positions in Å, forces in eV/Å.

Atom charges from the natural (NBO) analysis, given in e for atoms 1 to 8:
1 C 0.236
2 C -0.640
3 C 0.104
4 C -0.323
5 C -0.052
6 N -0.242
7 N -0.309
8 H 0.357